The following is a DFT calculation (the ωB97M-V functional and the def2-TZVPD basis) of one molecule with the formula C3H8NP.

The geometry in XYZ format:
```
13
C3H8NP (the ωB97M-V functional and the def2-TZVPD basis)
C 1.6020 -0.5313 -0.0354
C -0.8041 1.4157 0.0655
C -0.0218 -0.9378 -0.0536
N -1.2764 0.0351 -0.1477
P -2.9296 -0.2098 -0.2805
H 2.0677 -0.7752 1.0012
H 1.7416 0.5235 -0.2554
H -1.8046 1.9211 0.0132
H -0.3125 1.6326 1.1177
H 0.0101 1.7051 -0.6348
H -0.0152 -1.6676 -0.9172
H 2.1298 -1.4059 -0.5405
H -0.3868 -1.7054 0.6674
```

Summary:
E_tot   -14015.386 eV
HOMO (alpha / beta)   -6.681 / -9.358 eV
Energy above the lowest of the compared OMol25 structures with the same formula, charge and spin   0.0 kcal/mol
Max |F|   4.56 eV/Å
2S+1   3
Gap between HOMO and LUMO (alpha / beta)   7.63 / 8.74 eV
LUMO (alpha / beta)   0.95 / -0.61 eV
Net charge   0

These are the Löwdin partial charges, in e, on atoms 1 to 5:
1. C -0.0792
2. C -0.2260
3. C -0.2156
4. N -0.6551
5. P 0.6341



The following is a DFT calculation (the ωB97M-V functional and the def2-TZVPD basis) of a 2-piece molecular cluster, C42H51N4O2 overall.

The geometry in XYZ format:
```
99
C42H51N4O2 (the ωB97M-V functional and the def2-TZVPD basis)
C 6.8924 3.9069 -0.5248
C 5.6889 3.2454 -1.1267
C 5.7767 1.9304 -1.5903
C 4.6684 1.2799 -2.1366
C 4.8204 -0.1172 -2.6494
C 3.4438 1.9619 -2.1734
N 2.2906 1.3033 -2.7125
C 1.2740 0.7704 -2.0411
N 0.3263 0.3587 -2.8963
C -0.9539 -0.1577 -2.5390
C -1.8821 0.6917 -1.9178
C -1.5399 2.1199 -1.6243
C -3.1243 0.1733 -1.5522
C -3.4639 -1.1547 -1.8191
C -4.8269 -1.6612 -1.4555
C -2.5206 -1.9808 -2.4329
C -1.2660 -1.4978 -2.8113
C -0.2662 -2.4050 -3.4598
C 0.7018 0.6372 -4.2952
C 2.0093 1.3642 -4.1681
C 3.3453 3.3024 -1.7779
C 2.0679 4.0679 -1.9294
C 4.4741 3.9251 -1.2428
H 6.6533 4.9316 -0.2243
H 7.2374 3.3523 0.3576
H 7.7243 3.9357 -1.2408
H 6.7304 1.4013 -1.5223
H 3.8870 -0.5225 -3.0477
H 5.5790 -0.1551 -3.4436
H 5.1674 -0.7825 -1.8479
H -2.4317 2.6305 -1.2382
H -0.7743 2.1948 -0.8399
H -1.1883 2.6715 -2.5103
H -3.8441 0.8265 -1.0549
H -4.9191 -2.7213 -1.7121
H -5.0173 -1.5419 -0.3809
H -5.6100 -1.1067 -1.9898
H -2.7608 -3.0297 -2.6274
H -0.6595 -3.4295 -3.4496
H -0.0740 -2.1384 -4.5098
H 0.6945 -2.4220 -2.9252
H 0.7993 -0.2985 -4.8498
H -0.0667 1.2660 -4.7555
H 1.9166 2.4147 -4.4680
H 2.8194 0.8809 -4.7192
H 2.2363 5.0849 -1.5557
H 1.7436 4.1595 -2.9776
H 1.2410 3.6382 -1.3452
H 4.3962 4.9629 -0.9135
C 0.6553 -7.5073 0.5224
C 1.0160 -6.0815 0.1202
N 1.0922 -5.2835 1.3362
C 0.9856 -3.8894 1.2356
C 1.4204 -3.1907 0.0859
C 1.2233 -1.8281 0.0102
C 0.4728 -1.1425 1.0053
C 0.1745 0.2095 0.7757
C -0.8154 0.9312 1.4971
C -2.0734 0.3339 1.7952
C -3.1065 1.1034 2.3044
C -2.8446 2.4202 2.7321
N -3.8493 3.2068 3.3361
C -5.2179 3.0384 2.8544
C -6.0563 4.1974 3.3798
O -6.0057 4.2684 4.8066
C -4.6767 4.4301 5.3047
C -3.7126 3.3721 4.7814
C -1.5513 2.9780 2.5826
C -0.5772 2.2758 1.9029
C 0.0669 -1.8580 2.1815
C 0.3914 -3.1903 2.3162
C 2.0109 -5.7876 2.3525
C 1.7524 -7.2628 2.6314
O 1.6034 -8.0454 1.4454
H -0.3716 -7.5175 0.9382
H 0.7179 -8.1787 -0.3441
H 1.9826 -6.0913 -0.4191
H 0.2309 -5.6785 -0.5293
H 1.9305 -3.7252 -0.7200
H 1.5861 -1.2342 -0.8343
H 0.7227 0.7075 -0.0416
H -2.2458 -0.7203 1.5655
H -4.1114 0.6877 2.4115
H -5.2167 3.0539 1.7567
H -5.6539 2.0854 3.2105
H -5.7124 5.1356 2.9004
H -7.1190 4.0261 3.1645
H -4.2657 5.4294 5.0622
H -4.7882 4.3125 6.3903
H -3.9294 2.4147 5.3027
H -2.6809 3.6725 4.9967
H -1.3634 3.9833 2.9636
H 0.4036 2.7116 1.7046
H -0.4895 -1.3506 2.9704
H 0.1474 -3.7442 3.2252
H 3.0652 -5.6835 2.0129
H 1.8686 -5.2095 3.2713
H 2.6310 -7.6975 3.1244
H 0.8668 -7.3548 3.2889
```

Summary:
E_tot   -54429.507 eV
HOMO   -10.499 eV
Max |F|   1.06 eV/Å
Gap between HOMO and LUMO   6.08 eV
LUMO   -4.42 eV
Net charge   +1

These are the Löwdin partial charges, in e, on atoms 1 to 5:
1. C -0.0508
2. C -0.2632
3. C -0.0034
4. C -0.1955
5. C -0.0376



The following is a DFT calculation (the ωB97M-V functional and the def2-TZVPD basis) of a 2-piece molecular cluster, C3H8O4 overall.

The geometry in XYZ format:
```
15
C3H8O4 (the ωB97M-V functional and the def2-TZVPD basis)
O -2.0734 2.8559 0.3757
C -1.3865 2.0625 0.9621
O -0.3892 2.5083 1.7722
C -1.3393 0.5833 0.8296
C -1.5025 0.1055 -0.6189
O -0.7482 0.8791 -1.5217
H -0.2979 3.4277 1.6137
H -2.2410 0.1997 1.3356
H -0.5357 0.1961 1.4483
H -2.5722 0.1365 -0.8417
H -1.1595 -0.9154 -0.7520
H -1.0485 1.7909 -1.5512
O 5.1813 -4.4484 -1.3165
H 4.5137 -5.1284 -1.2521
H 5.5990 -4.2535 -0.4831
```

Summary:
E_tot   -11430.612 eV
HOMO   -10.663 eV
Energy above the lowest of the compared OMol25 structures with the same formula, charge and spin   15.2 kcal/mol
Max |F|   1.90 eV/Å
Gap between HOMO and LUMO   11.42 eV
LUMO   0.76 eV
Net charge   0
SMILES   O=C(O)CCO.O

These are the Löwdin partial charges, in e, on atoms 1 to 5:
1. O 0.1104
2. C -0.5223
3. O 0.1133
4. C -0.0840
5. C -0.2387



The following is a DFT calculation (the ωB97M-V functional and the def2-TZVPD basis) of a 2-piece molecular cluster, CH4N3OS overall.

The geometry in XYZ format:
```
10
CH4N3OS (the ωB97M-V functional and the def2-TZVPD basis)
C 2.0435 0.0958 -0.1145
N 1.5624 0.9114 0.6031
N -2.1813 -1.3177 -0.5186
N -0.6757 0.4023 0.0496
O 2.4715 -0.8015 -0.6552
S -1.8837 -0.4305 0.6555
H 1.9267 1.8272 0.8003
H -2.8982 -2.0285 -0.4150
H 0.1638 0.9439 0.5103
H -0.5288 0.3974 -0.9156
```

Summary:
E_tot   -18445.341 eV
HOMO (alpha / beta)   -15.844 / -15.844 eV
Energy above the lowest of the compared OMol25 structures with the same formula, charge and spin   39.5 kcal/mol
Max |F|   4.01 eV/Å
Gap between HOMO and LUMO (alpha / beta)   9.50 / 9.50 eV
LUMO (alpha / beta)   -6.34 / -6.34 eV
Net charge   +1

These are the Löwdin partial charges, in e, on atoms 1 to 5:
1. C -0.3472
2. N 0.1628
3. N -0.2392
4. N -0.2460
5. O 0.2877



The following is a DFT calculation (the ωB97M-V functional and the def2-TZVPD basis) of C4H7Cl4HfO3 as an isolated structure.

The geometry in XYZ format:
```
19
C4H7Cl4HfO3 (the ωB97M-V functional and the def2-TZVPD basis)
Hf -10.1744 -10.8366 -32.0984
Cl -8.9682 -13.2359 -32.0269
C -5.6512 -14.8906 -30.6598
Cl -4.9828 -13.2653 -30.5505
Cl -6.2069 -15.4462 -29.0665
Cl -4.3951 -15.8346 -31.4153
H -6.5191 -14.7899 -31.3015
C -12.9811 -12.9519 -36.5881
O -12.1138 -12.0268 -35.8842
C -10.9639 -12.4428 -35.4344
O -10.4659 -11.9512 -34.3972
O -10.3671 -13.2764 -36.2377
C -9.0607 -13.7928 -35.9102
H -13.2429 -13.8115 -35.9700
H -12.5069 -13.2935 -37.5052
H -13.9538 -12.5409 -36.8483
H -8.4282 -13.6847 -36.7837
H -9.1244 -14.7607 -35.4146
H -8.6354 -13.2254 -35.0777
```

Summary:
E_tot   -61759.770 eV
HOMO   -19.273 eV
Energy above the lowest of the compared OMol25 structures with the same formula, charge and spin   0.0 kcal/mol
Max |F|   7.20 eV/Å
Gap between HOMO and LUMO   2.14 eV
LUMO   -17.13 eV
Net charge   +3

These are the Löwdin partial charges, in e, on atoms 1 to 5:
1. Hf 2.0418
2. Cl 0.0292
3. C -1.5269
4. Cl 0.7497
5. Cl 0.7424



The following is a DFT calculation (the ωB97M-V functional and the def2-TZVPD basis) of a 2-piece molecular cluster, H3O3P overall.

The geometry in XYZ format:
```
7
H3O3P (the ωB97M-V functional and the def2-TZVPD basis)
O 2.5173 0.2917 -1.2125
P 2.5005 -0.1868 0.1925
O 0.9774 -0.5353 0.6348
H 0.2421 -0.3160 0.1375
O -2.1497 -0.0976 -0.1131
H -2.3287 0.1397 0.7859
H -1.7588 0.7042 -0.4251
```

Summary:
E_tot   -15480.834 eV
HOMO   -10.841 eV
Energy above the lowest of the compared OMol25 structures with the same formula, charge and spin   17.5 kcal/mol
Max |F|   4.03 eV/Å
Gap between HOMO and LUMO   10.73 eV
LUMO   -0.11 eV
Net charge   0
SMILES   O=PO.O

These are the Löwdin partial charges, in e, on atoms 1 to 5:
1. O -0.4818
2. P 0.7866
3. O -0.3044
4. H -0.0328
5. O -0.0261